77
Properties=species:S:1:pos:R:3 method="wB97M-V/def2-TZVPD" spin_multiplicity=1 fmax_ha_per_bohr=0.093 charge=-1 homo_energy_ev=-4.56
Sb 1.320 -0.903 -0.267
S 1.186 3.045 5.111
P -0.717 0.516 0.277
O 0.097 3.951 5.536
O 2.466 3.684 5.406
O -5.726 -0.964 0.747
O 0.017 -2.351 -0.893
O 0.944 1.643 5.982
O -1.952 -0.354 0.616
N -3.311 -1.430 -2.000
C 2.942 -2.353 -0.847
C 1.097 1.469 -2.475
C 1.370 -1.855 1.725
C -5.101 -0.408 -0.450
C 1.945 1.714 2.682
C -2.369 -2.542 -1.693
C -3.094 -2.738 4.077
C -0.870 -2.001 -1.923
C 0.114 -1.721 2.655
C 1.919 2.063 -3.730
C -2.196 -2.705 3.263
C 1.605 -0.022 -2.272
C -6.120 0.578 -1.138
C 2.771 0.591 0.497
C 2.224 1.934 1.117
C 4.321 -2.102 -0.119
C 1.003 2.888 -4.738
C -4.635 -1.621 -1.368
C -0.966 -2.860 2.328
C 3.168 2.935 -3.292
C 0.922 2.747 3.297
H 3.446 0.865 -0.379
H 0.016 1.432 -2.790
H -0.129 2.315 3.245
H -6.969 0.080 -1.681
H -0.991 -0.915 -2.194
H 1.690 0.640 2.930
H 0.080 3.244 -4.177
H 3.111 -2.298 -1.971
H -1.281 -2.863 1.253
H 3.621 3.492 -4.170
H -0.343 -0.704 2.784
H 4.009 2.283 -2.891
H -3.469 -1.345 -3.006
H -1.140 1.390 -0.772
H 2.345 1.187 -4.317
H 2.731 0.020 -2.453
H 1.387 2.453 0.578
H -5.528 1.274 -1.796
H 1.314 2.166 -1.621
H -2.585 -3.466 -2.318
H 5.011 -2.990 -0.295
H -2.455 -2.840 -0.614
H -4.688 -2.552 -0.723
H 4.838 -1.219 -0.596
H 2.877 3.654 -2.475
H -5.008 -1.371 1.267
H 0.687 2.278 -5.638
H 3.094 2.674 1.099
H 2.279 -1.483 2.291
H 2.940 1.905 3.202
H 1.562 -2.966 1.563
H -3.793 -2.931 4.923
H 1.210 -0.638 -3.137
H -0.523 -2.528 -2.881
H 3.451 0.144 1.292
H 0.166 1.183 5.592
H -4.237 0.233 -0.088
H -0.433 -3.832 2.576
H -5.439 -1.732 -2.171
H -0.527 1.342 1.436
H 0.892 3.746 2.777
H 2.535 -3.399 -0.658
H 4.213 -1.969 0.995
H 0.465 -2.003 3.708
H 1.508 3.822 -5.121
H -6.554 1.227 -0.312